[1]
94
Properties=species:S:1:pos:R:3 method="wB97M-V/def2-TZVPD" e_above_lowest_kcal_mol=0.00 gap_ha=0.286 lumo_ev=-11.886 total_charge=+4
Zr -0.12 -0.36 -0.03
C 0.14 1.30 -4.52
N -0.68 0.79 -3.41
C -1.49 1.80 -2.74
C -0.84 -0.53 -3.17
N -1.07 -0.92 -1.89
C -1.98 -2.08 -1.72
C -2.71 -1.95 -0.39
N -1.76 -1.64 0.73
C -1.20 -2.88 1.36
C -0.04 -3.44 0.53
N 0.85 -2.32 0.19
C 2.19 -2.47 0.12
N 2.87 -1.52 -0.59
C 4.20 -1.04 -0.17
C 2.24 -0.78 -1.64
N 2.89 -3.45 0.68
C 2.56 -4.05 1.98
C 4.12 -3.99 0.07
C -2.42 -0.77 1.77
C -2.68 0.63 1.25
N -1.48 1.24 0.61
C -1.45 2.60 0.58
N -0.30 3.22 0.24
C 0.95 2.52 0.08
C -0.30 4.56 -0.39
N -2.51 3.36 0.90
C -3.86 3.12 0.37
C -2.39 4.60 1.68
N -0.75 -1.40 -4.18
C -0.27 -2.77 -4.03
C -1.17 -1.06 -5.55
H 0.70 2.16 -4.15
H -0.47 1.63 -5.36
H 0.84 0.54 -4.86
H -2.01 2.40 -3.49
H -0.87 2.48 -2.15
H -2.23 1.32 -2.10
H -1.44 -3.02 -1.76
H -2.72 -2.11 -2.52
H -3.25 -2.87 -0.15
H -3.44 -1.14 -0.46
H -1.99 -3.62 1.48
H -0.83 -2.61 2.34
H -0.39 -3.93 -0.37
H 0.44 -4.21 1.12
H 4.45 -1.46 0.80
H 4.17 0.04 -0.07
H 4.97 -1.31 -0.89
H 1.54 -1.40 -2.20
H 3.00 -0.41 -2.34
H 1.74 0.17 -1.31
H 1.84 -3.43 2.51
H 3.48 -4.08 2.57
H 2.19 -5.07 1.87
H 4.21 -3.65 -0.96
H 4.04 -5.08 0.08
H 5.00 -3.70 0.64
H -1.76 -0.75 2.64
H -3.37 -1.22 2.07
H -3.02 1.24 2.09
H -3.50 0.60 0.54
H 1.06 1.68 0.78
H 1.78 3.19 0.31
H 1.10 2.20 -0.97
H -1.29 4.82 -0.72
H 0.36 4.53 -1.26
H 0.07 5.32 0.30
H -3.83 2.42 -0.46
H -4.24 4.07 -0.01
H -4.55 2.76 1.14
H -1.41 4.66 2.14
H -3.15 4.57 2.47
H -2.57 5.49 1.08
H 0.23 -2.90 -3.07
H 0.45 -2.97 -4.82
H -1.08 -3.49 -4.12
H -1.79 -0.17 -5.55
H -1.76 -1.89 -5.93
H -0.31 -0.92 -6.21
C 2.97 1.89 3.95
As 1.25 1.05 3.94
C -0.10 2.40 3.82
C 1.02 0.07 5.57
S 1.17 -0.40 2.31
H 3.02 2.56 4.80
H 3.12 2.45 3.03
H 3.74 1.12 4.05
H -0.04 3.02 4.72
H -1.08 1.93 3.78
H 0.07 3.02 2.95
H 1.13 0.77 6.40
H 1.79 -0.69 5.63
H 0.03 -0.38 5.59

***

[2]
91
Properties=species:S:1:pos:R:3 method="wB97M-V/def2-TZVPD" gap_ha=0.319 lumo_ev=-2.921 total_charge=+1
C -2.35 -2.88 4.81
C -1.85 -3.54 3.43
Br 0.11 -3.09 3.25
C -2.71 -3.05 2.12
C -1.66 -3.04 0.89
N -1.26 -1.75 0.40
C -0.28 -2.11 -0.66
C -0.17 -3.66 -0.72
N -1.06 -4.22 0.30
H -2.92 -1.90 4.63
H -1.43 -2.61 5.46
H -2.95 -3.66 5.39
H -1.93 -4.70 3.41
H -3.18 -2.01 2.26
H -3.57 -3.78 1.87
H -1.58 -0.81 0.71
H 0.29 -1.31 -1.28
H 0.50 -4.30 -1.38
H -1.26 -5.18 0.60
C 0.27 -5.93 7.40
C 0.38 -6.54 6.02
C 1.80 -6.48 5.50
O -0.48 -5.84 5.12
H 0.56 -4.87 7.39
H -0.77 -5.97 7.76
H 0.90 -6.45 8.12
H 0.04 -7.58 6.05
H 2.15 -5.44 5.42
H 1.87 -6.91 4.50
H 2.49 -7.02 6.16
H -0.19 -4.92 5.09
C -2.96 2.57 -1.98
C -2.25 2.65 -0.64
C -0.91 3.37 -0.76
O -2.04 1.33 -0.14
H -2.36 2.01 -2.70
H -3.91 2.05 -1.88
H -3.15 3.57 -2.38
H -2.88 3.17 0.09
H -0.25 2.83 -1.44
H -0.41 3.40 0.21
H -1.05 4.39 -1.12
H -1.48 0.86 -0.77
C 0.01 -9.53 2.96
C 1.40 -9.83 3.50
C 1.97 -11.10 2.88
O 1.33 -9.99 4.91
H -0.69 -10.34 3.19
H -0.39 -8.62 3.42
H 0.03 -9.39 1.87
H 2.06 -8.99 3.30
H 1.34 -11.96 3.11
H 2.96 -11.31 3.29
H 2.05 -11.00 1.79
H 0.74 -10.73 5.10
C 0.63 0.30 -4.99
C 1.34 0.37 -3.64
C 2.68 1.09 -3.76
O 1.56 -0.95 -3.15
H 1.23 -0.26 -5.71
H -0.32 -0.23 -4.89
H 0.44 1.29 -5.39
H 0.71 0.89 -2.92
H 3.35 0.56 -4.45
H 3.18 1.13 -2.79
H 2.54 2.11 -4.12
H 2.12 -1.42 -3.78
C -1.46 7.83 -2.06
C -0.27 7.27 -1.29
C 0.79 8.34 -1.05
O 0.31 6.19 -2.03
H -1.15 8.20 -3.04
H -2.20 7.05 -2.23
H -1.93 8.65 -1.51
H -0.60 6.86 -0.33
H 1.17 8.73 -2.00
H 1.65 7.92 -0.51
H 0.38 9.17 -0.47
H 0.61 6.55 -2.88
C 0.20 10.26 -6.42
C 0.92 10.34 -5.08
C 2.25 11.06 -5.20
O 1.13 9.02 -4.58
H 0.80 9.70 -7.15
H -0.75 9.73 -6.32
H 0.01 11.26 -6.82
H 0.28 10.86 -4.35
H 2.92 10.53 -5.89
H 2.76 11.10 -4.23
H 2.12 12.08 -5.57
H 1.69 8.55 -5.21

***

[3]
90
Properties=species:S:1:pos:R:3 method="wB97M-V/def2-TZVPD" multiplicity=5 e_above_lowest_kcal_mol=0.00 gap_ha="0.228 / 0.198" lumo_ev="-6.270 / -7.479" total_charge=+2
P -0.10 -1.91 -4.89
P -0.16 2.00 -5.09
C -0.46 -0.69 -6.26
C 0.30 0.67 -6.35
H -1.55 -0.49 -6.23
H -0.27 -1.29 -7.19
H 1.39 0.48 -6.31
H 0.07 1.07 -7.36
C -1.32 3.05 -6.15
H -1.68 3.91 -5.57
H -2.23 2.51 -6.51
H -0.79 3.46 -7.06
C 1.31 3.07 -5.40
H 1.20 3.72 -6.27
H 2.24 2.51 -5.52
H 1.46 3.73 -4.55
C -1.31 -3.18 -5.38
H -1.31 -3.98 -4.64
H -1.00 -3.60 -6.34
H -2.32 -2.78 -5.47
C 1.39 -2.79 -5.47
H 2.21 -2.11 -5.80
H 1.11 -3.43 -6.35
H 1.74 -3.42 -4.67
Ru -0.16 -0.92 -0.69
C 0.40 2.19 -2.14
C -0.69 1.40 -1.74
C -1.68 0.64 -2.64
C -1.73 -0.90 -2.76
C -0.38 -1.69 -3.01
C 0.99 -1.19 -2.55
C 1.39 0.14 -3.21
C 1.68 1.37 -2.23
C 0.27 -2.61 0.26
H 0.39 3.30 -1.99
H -1.24 1.61 -0.80
H -1.67 1.15 -3.61
H -2.67 0.93 -2.18
H -2.34 -1.28 -1.86
H -2.43 -1.18 -3.63
H -0.62 -2.74 -2.74
H 1.84 -1.90 -2.51
H 0.48 0.35 -3.85
H 2.23 0.03 -3.97
H 2.11 1.08 -1.22
H 2.49 1.97 -2.72
H 0.76 -2.52 1.23
H 0.85 -3.21 -0.45
H -0.74 -3.03 0.37
C 0.54 3.52 4.32
Si -0.67 2.15 4.80
C -0.70 2.01 6.69
C -2.39 2.63 4.19
Si 0.00 0.17 3.69
Te 0.42 0.56 1.20
Si 2.15 -0.27 4.53
C 2.18 -0.37 6.41
C 2.70 -1.91 3.78
C 3.31 1.10 3.95
Si -1.50 -1.48 4.37
C -1.60 -1.50 6.26
C -3.17 -1.04 3.64
C -0.84 -3.08 3.68
H 0.11 4.48 4.63
H 0.69 3.54 3.23
H 1.52 3.41 4.80
H -0.92 3.00 7.13
H -1.47 1.31 7.03
H 0.27 1.68 7.10
H -2.45 2.58 3.10
H -3.17 1.97 4.61
H -2.61 3.66 4.50
H 1.44 -1.07 6.81
H 3.18 -0.72 6.72
H 2.02 0.61 6.88
H 2.58 -1.93 2.69
H 3.76 -2.05 4.01
H 2.14 -2.76 4.20
H 3.10 1.39 2.91
H 3.23 1.99 4.58
H 4.33 0.71 4.00
H -2.25 -0.69 6.64
H -2.05 -2.46 6.55
H -0.62 -1.41 6.75
H -3.07 -0.61 2.64
H -3.74 -1.98 3.56
H -3.72 -0.34 4.27
H -0.59 -3.04 2.61
H 0.04 -3.42 4.22
H -1.64 -3.83 3.81

***

[4]
107
Properties=species:S:1:pos:R:3 method="wB97M-V/def2-TZVPD" gap_ha=0.188 lumo_ev=2.052 total_charge=-1
C -5.02 0.40 0.89
C -4.22 -0.03 -0.34
C -2.80 -0.41 0.07
C -1.77 -0.58 -1.08
C -2.49 -1.23 -2.26
C -0.93 0.70 -1.38
C -0.64 1.11 -2.85
I -2.36 1.90 -3.90
C 0.02 0.09 -3.81
C 0.96 0.79 -4.81
I 1.08 -1.56 -2.90
O -1.87 1.77 -1.02
B -1.27 2.88 -0.30
P -2.39 3.21 1.34
N -3.71 4.33 0.94
O -1.41 4.08 2.41
P -1.03 4.52 -1.40
N -0.67 5.78 -0.26
O 0.46 4.30 -2.19
O -0.05 2.30 0.27
C 0.23 1.04 -0.35
C 0.39 0.05 0.83
B 1.71 1.37 -0.85
O 2.70 1.50 0.14
O 2.10 1.50 -2.16
C 3.18 2.39 -2.42
H -4.95 -0.35 1.69
H -6.08 0.53 0.64
H -4.65 1.34 1.28
H -4.72 -0.87 -0.81
H -4.17 0.83 -1.01
H -2.86 -1.41 0.53
H -2.43 0.24 0.86
H -1.07 -1.33 -0.72
H -3.01 -2.11 -1.88
H -1.82 -1.60 -3.04
H -3.25 -0.61 -2.73
H 0.01 1.97 -2.83
H -0.76 -0.36 -4.42
H 1.14 1.83 -4.52
H 1.90 0.26 -4.95
H 0.48 0.82 -5.79
H -4.11 3.95 0.09
H -3.33 5.24 0.67
H -1.89 4.84 2.74
H -1.03 5.61 0.67
H -1.06 6.66 -0.57
H 0.36 4.71 -3.06
H -0.51 -0.49 1.10
H 1.19 -0.68 0.67
H 0.69 0.64 1.69
H 2.81 2.42 0.40
H 3.12 2.67 -3.47
H 3.09 3.29 -1.82
H 4.13 1.90 -2.20
O -5.32 -4.11 1.82
P -6.69 -4.62 1.86
O -7.76 -3.48 1.56
C -7.78 -2.85 0.26
C -8.30 -3.77 -0.83
O -7.03 -4.89 3.42
C -6.03 -4.75 4.42
C -6.04 -3.35 5.02
O -7.49 -5.91 1.32
C -6.74 -7.09 0.97
C -6.01 -7.70 2.16
H -6.78 -2.49 0.02
H -8.44 -1.99 0.35
H -7.62 -4.60 -1.01
H -8.42 -3.22 -1.76
H -9.26 -4.20 -0.54
H -5.05 -5.00 4.03
H -6.26 -5.48 5.20
H -6.06 -2.59 4.24
H -5.16 -3.19 5.64
H -6.93 -3.20 5.63
H -6.03 -6.85 0.18
H -7.46 -7.80 0.57
H -5.22 -7.04 2.52
H -5.56 -8.65 1.88
H -6.70 -7.86 2.99
O 7.40 2.55 -0.09
P 8.66 1.80 -0.01
O 8.95 0.99 -1.36
C 9.17 1.71 -2.58
C 10.51 2.44 -2.61
O 8.39 0.55 0.98
C 7.16 0.42 1.69
C 6.15 -0.42 0.93
O 10.16 2.05 0.49
C 10.41 3.12 1.42
C 9.72 2.90 2.75
H 8.35 2.41 -2.74
H 9.14 0.97 -3.38
H 10.53 3.25 -1.88
H 10.69 2.86 -3.60
H 11.32 1.75 -2.36
H 6.75 1.40 1.93
H 7.40 -0.06 2.64
H 6.07 -0.10 -0.10
H 5.17 -0.35 1.40
H 6.46 -1.47 0.92
H 10.10 4.07 0.98
H 11.49 3.15 1.56
H 8.63 2.96 2.65
H 10.03 3.67 3.47
H 9.95 1.92 3.16

***

[5]
113
Properties=species:S:1:pos:R:3 method="wB97M-V/def2-TZVPD" e_above_lowest_kcal_mol=15.60 gap_ha=0.350 lumo_ev=2.101 total_charge=-1
B 0.40 -0.10 0.39
F 0.31 1.36 0.28
F 0.37 -0.66 -0.87
F 1.40 -0.58 1.16
F -0.87 -0.59 0.93
C 3.14 -1.33 -5.38
C 1.59 -1.12 -5.48
O 1.17 -0.38 -6.39
C 0.59 -1.67 -4.40
H 3.44 -0.81 -4.46
H 3.60 -0.56 -6.07
H 3.26 -2.44 -5.57
H -0.32 -1.10 -4.49
H 1.22 -1.51 -3.41
H 0.60 -2.78 -4.66
C 2.07 -3.52 -1.52
C 0.91 -4.54 -1.77
O 1.17 -5.66 -2.22
C -0.46 -4.04 -1.49
H 2.76 -4.12 -1.34
H 1.83 -2.87 -0.60
H 2.48 -3.03 -2.31
H -1.03 -3.72 -2.39
H -0.58 -3.28 -0.67
H -0.97 -4.93 -1.31
C 2.16 2.57 -4.68
C 2.28 3.10 -3.31
O 2.76 4.22 -3.08
C 1.55 2.40 -2.26
H 2.41 3.37 -5.46
H 1.24 2.08 -4.89
H 2.81 1.67 -4.84
H 0.60 3.00 -1.75
H 2.20 2.53 -1.35
H 1.40 1.49 -2.58
C -4.15 -0.64 -0.35
C -4.78 -1.57 0.66
O -6.01 -1.50 0.87
C -3.88 -2.67 1.35
H -3.49 -0.01 0.38
H -4.90 -0.21 -0.88
H -3.48 -1.06 -1.04
H -3.18 -2.22 2.10
H -3.29 -3.09 0.46
H -4.37 -3.57 1.62
C 1.23 -1.69 4.93
O 1.16 -3.08 5.16
P -0.20 -3.80 4.62
O -1.40 -2.92 4.65
O 0.13 -4.48 3.20
C 0.47 -3.54 2.18
O -0.50 -5.00 5.61
C -1.18 -6.28 5.17
H 0.51 -1.16 5.66
H 0.87 -1.72 3.99
H 2.21 -1.24 5.19
H -0.34 -2.68 2.06
H 0.53 -4.14 1.27
H 1.27 -3.20 2.54
H -1.98 -6.04 4.44
H -1.38 -6.94 6.02
H -0.64 -6.86 4.42
C -4.10 4.73 -4.13
O -2.81 4.12 -3.91
P -2.36 2.80 -4.75
O -3.55 2.02 -5.18
O -1.57 3.37 -6.07
C -1.13 2.45 -6.99
O -1.37 1.90 -3.89
C -1.73 1.46 -2.54
H -5.04 4.17 -3.65
H -3.94 4.78 -5.19
H -4.06 5.63 -3.54
H -1.84 1.85 -7.43
H -0.37 2.09 -6.65
H -0.66 3.02 -7.75
H -0.96 0.91 -2.14
H -2.61 1.10 -2.76
H -1.85 2.40 -2.07
C -0.07 1.47 4.02
O -0.79 0.31 4.11
P -2.32 0.48 4.50
O -2.45 0.38 5.89
O -2.68 1.98 4.19
C -2.98 2.32 2.85
O -3.30 -0.60 3.76
C -4.42 -1.16 4.49
H 1.06 1.36 3.96
H -0.12 2.17 4.79
H -0.15 1.90 3.00
H -2.68 3.26 2.37
H -4.02 2.09 2.88
H -2.56 1.43 2.21
H -3.91 -1.78 5.20
H -5.13 -1.77 3.85
H -5.09 -0.09 4.81
C 5.77 4.09 0.86
O 5.42 2.93 1.41
P 4.61 2.99 2.86
O 5.33 3.70 3.89
O 3.23 3.81 2.52
C 2.38 3.43 1.50
O 4.07 1.50 3.33
C 4.78 0.35 2.95
H 5.29 4.59 -0.02
H 6.83 3.97 0.61
H 5.93 4.99 1.67
H 1.87 2.48 1.71
H 2.83 3.33 0.54
H 1.68 4.12 1.40
H 5.07 0.39 1.95
H 4.09 -0.42 3.10
H 5.66 0.08 3.39